No. 1
The following is a quantum chemistry calculation of C43H57IrN3O2P3 as an isolated structure at a distorted geometry, from OMol25.

<S²> = 8.767
Charge = +3
HOMO level (spin up / spin down) = -15.975 / -15.980 eV
2S+1 = 6

```
109
C43H57IrN3O2P3 | OMol25 | ωB97M-V with the def2-TZVPD basis set
Ir -0.545 -0.899 -0.672
O -0.005 1.318 -0.462
P -0.284 2.564 0.345
C -0.838 2.136 2.039
P -0.172 0.507 2.545
O -0.564 -0.589 1.569
C -0.908 0.202 4.163
C -2.299 0.181 4.268
C -2.889 -0.004 5.507
C -2.093 -0.181 6.633
C -0.710 -0.173 6.525
C -0.110 0.013 5.288
C 1.599 0.687 2.740
C 2.417 -0.364 2.331
C 3.786 -0.291 2.532
C 4.337 0.827 3.144
C 3.520 1.869 3.567
C 2.152 1.801 3.371
C -1.540 3.617 -0.401
C -2.435 4.376 0.349
C -3.312 5.234 -0.298
C -3.287 5.342 -1.682
C -2.397 4.581 -2.430
C -1.519 3.720 -1.791
C 1.191 3.569 0.551
C 1.105 4.810 1.182
C 2.263 5.529 1.425
C 3.494 5.023 1.023
C 3.574 3.803 0.367
C 2.419 3.074 0.127
H -1.927 2.081 2.083
H -0.506 2.891 2.752
H -2.920 0.296 3.386
H -3.967 -0.008 5.595
H -2.557 -0.336 7.598
H -0.094 -0.309 7.403
H 0.969 0.004 5.206
H 1.963 -1.241 1.883
H 4.424 -1.112 2.233
H 5.404 0.880 3.311
H 3.951 2.726 4.068
H 1.518 2.605 3.728
H -2.459 4.307 1.431
H -4.013 5.823 0.280
H -3.958 6.030 -2.180
H -2.378 4.669 -3.508
H -0.812 3.127 -2.362
H 0.142 5.218 1.468
H 2.209 6.488 1.923
H 4.395 5.594 1.207
H 4.531 3.417 0.041
H 2.460 2.120 -0.381
C -2.074 -1.800 -3.819
C -2.866 -0.880 -2.983
C -4.143 -0.319 -3.302
C -4.541 0.395 -2.211
C -3.506 0.265 -1.230
C -3.561 0.753 0.157
N -2.488 -0.480 -1.738
H -2.710 -2.593 -4.217
H -1.258 -2.230 -3.241
H -1.673 -1.272 -4.690
H -4.679 -0.467 -4.226
H -5.462 0.938 -2.066
H -4.489 0.415 0.625
H -3.596 1.845 0.171
H -2.709 0.391 0.732
C -2.847 -4.976 2.090
N -2.571 -4.817 0.657
C -3.040 -5.868 -0.254
C -2.000 -3.756 0.207
N -1.469 -2.806 -0.209
H -3.922 -4.950 2.266
H -2.368 -4.180 2.654
H -2.464 -5.938 2.428
H -4.126 -5.939 -0.210
H -2.612 -6.824 0.044
H -2.739 -5.646 -1.275
C 3.647 -2.304 -0.460
C 3.144 -1.371 -1.561
C 3.229 0.099 -1.144
P 1.420 -1.722 -2.134
C 1.236 -0.850 -3.785
C 2.554 -0.661 -4.537
C 0.494 0.489 -3.666
C 1.276 -3.538 -2.527
C 1.262 -4.408 -1.260
C 2.344 -4.007 -3.516
H 4.577 -1.899 -0.060
H 3.868 -3.298 -0.839
H 2.937 -2.393 0.365
H 3.753 -1.518 -2.456
H 2.607 0.287 -0.268
H 2.909 0.763 -1.948
H 4.258 0.354 -0.891
H 0.609 -1.539 -4.359
H 3.199 0.072 -4.052
H 2.326 -0.284 -5.535
H 3.110 -1.587 -4.661
H 1.138 1.262 -3.245
H -0.390 0.415 -3.030
H 0.176 0.825 -4.653
H 0.301 -3.619 -3.017
H 2.271 -4.676 -0.958
H 0.728 -5.337 -1.461
H 0.775 -3.908 -0.423
H 3.353 -3.811 -3.154
H 2.228 -3.558 -4.502
H 2.245 -5.086 -3.641
```

Here are the Löwdin charges for atoms 1 to 8, given in e:
1. Ir 1.4192
2. O -0.4744
3. P 0.7825
4. C -0.2738
5. P 0.7877
6. O -0.4776
7. C -0.2789
8. C -0.0830

---

No. 2
The following is a quantum chemistry calculation of an isolated ion of composition C3H9ClN3 and charge +1 at a distorted geometry, from OMol25.

Charge = +1
HOMO level = -13.123 eV
2S+1 = 1
SMILES = [H]/N=C(\Cl)[C@@H](N)C[NH3+]
ΔE to the lowest compared entry with this formula, charge and spin = 193.7 kJ/mol

```
16
C3H9ClN3 | OMol25 | ωB97M-V with the def2-TZVPD basis set
C -0.755 0.717 1.093
C 0.864 -0.559 -0.611
C -0.550 0.281 -0.549
N -0.776 1.872 1.379
N -0.522 1.337 -1.327
N 0.881 -1.744 0.237
Cl -1.050 -0.752 2.158
H 1.823 0.018 -0.311
H 1.068 -0.855 -1.604
H -1.344 -0.429 -0.925
H -0.989 2.316 2.298
H -1.359 1.548 -1.900
H 0.021 2.229 -1.120
H 0.431 -1.594 1.180
H 1.923 -1.969 0.215
H 0.336 -2.416 -0.212
```

Here are the Löwdin charges for atoms 1 to 8, given in e:
1. C -0.6345
2. C -0.1270
3. C -0.3799
4. N 0.1460
5. N 0.0234
6. N 0.1202
7. Cl 0.6461
8. H 0.1656

---

No. 3
The following is a quantum chemistry calculation of C4H7N2O3 as an isolated structure at a distorted geometry, from OMol25.

Charge = +1
HOMO level = -15.817 eV
2S+1 = 1
ΔE to the lowest compared entry with this formula, charge and spin = 838.9 kJ/mol

```
16
C4H7N2O3 | OMol25 | ωB97M-V with the def2-TZVPD basis set
C 0.277 -0.136 -1.468
C -0.738 -0.863 0.087
C 0.180 -0.234 1.138
C -0.435 0.518 2.354
N 1.252 0.413 -0.881
N 0.016 -0.016 -2.883
O -1.077 -0.380 -3.194
O 0.901 0.494 -3.518
O 1.304 0.409 0.412
H -1.693 -0.518 0.037
H -0.716 -1.860 -0.229
H 0.517 -1.025 1.753
H -1.243 1.281 2.025
H 0.331 1.247 2.632
H -0.887 -0.175 3.034
H 2.010 0.845 -1.300
```

Here are the Löwdin charges for atoms 1 to 8, given in e:
1. C 0.1104
2. C 0.1935
3. C -0.2683
4. C -0.0017
5. N 0.1373
6. N -0.3620
7. O 0.1861
8. O 0.1600

---

No. 4
The following is a quantum chemistry calculation of CH2F2N2 as an isolated structure at a distorted geometry, from OMol25.

Charge = 0
HOMO level (spin up / spin down) = -9.628 / -9.628 eV
2S+1 = 1
ΔE to the lowest compared entry with this formula, charge and spin = 569.1 kJ/mol

```
7
CH2F2N2 | OMol25 | ωB97M-V with the def2-TZVPD basis set
C 1.685 -0.167 -0.067
N -1.316 0.184 -0.380
N 0.408 -0.212 0.054
F 2.260 0.350 -1.092
F 0.030 -0.850 1.306
H -1.457 1.112 -0.150
H -1.610 -0.417 0.329
```

Löwdin charges in e:
1. C -0.1501
2. N 0.1897
3. N -0.0106
4. F 0.0740
5. F -0.1090
6. H 0.0074
7. H -0.0014